Density functional theory data (wB97M-V/def2-TZVPD) for the molecule C3H5NO at a distorted geometry.

Summary:
- SMILES: N/C=C\C=O
- Multiplicity: 1
- Gap between HOMO and LUMO: 0.32595 Eh
- Energy relative to the best compared isomer or geometry (same formula, charge and spin): 74.8 kcal/mol
- HOMO: -8.54 eV
- F_max: 12.78 eV/A
- Electronic energy: -6726.330 eV
- Molar mass: 71.08 g/mol

Cartesian coordinates (Å):
1 H -0.7536 -0.9095 1.4959
2 N 0.9111 -0.0317 1.1633
3 H 1.1962 0.0244 2.3905
4 O 0.8506 1.0793 -1.4759
5 C -0.3040 0.5285 -1.4260
6 H -1.5395 -1.0776 -0.7140
7 H -1.1284 0.8789 -2.3071
8 C -0.6252 -0.5866 -0.5245
9 H 1.3744 0.7957 0.7403
10 C 0.0184 -0.7014 0.6576

Force components x, y, z for each atom (eV/Å):
1.3 -1.6 -1.3
8.6 5.8 7.5
-1.7 -0.7 -5.2
-3.5 -1.1 0.7
2.3 0.5 -2.3
-0.8 -0.6 0.2
1.8 -0.9 2.5
0.5 2.1 -2.5
-0.4 -1.2 -0.5
-8.1 -2.2 1.0



Density functional theory data (wB97M-V/def2-TZVPD) for the molecule C3H5NO at a distorted geometry.

Summary:
- Multiplicity: 1
- Gap between HOMO and LUMO (alpha / beta): 0.32087 / 0.32076 Eh
- Energy relative to the best compared isomer or geometry (same formula, charge and spin): 84.0 kcal/mol
- HOMO (alpha / beta): -8.72 / -8.71 eV
- F_max: 3.55 eV/A
- Electronic energy: -6725.932 eV
- Molar mass: 71.08 g/mol

Cartesian coordinates (Å):
1 H 1.9540 -0.8069 -0.6271
2 C 1.0818 -0.7879 -0.0053
3 H -0.9443 1.8775 -0.6180
4 H 1.3791 -0.6336 0.9806
5 H -0.3519 1.5844 0.9493
6 O -1.8850 -0.9938 -0.0811
7 C -1.7705 0.1322 0.1573
8 C -0.4599 1.1306 0.0317
9 H 0.6976 -1.8034 -0.1788
10 N 0.2989 0.3010 -0.6085

Force components x, y, z for each atom (eV/Å):
0.9 0.0 -0.2
-0.8 1.1 -2.1
0.3 0.0 0.0
0.3 0.1 2.0
0.4 0.4 2.8
-0.6 1.1 0.5
-1.8 -3.1 0.2
0.7 1.2 -2.8
-0.8 0.4 0.2
1.3 -1.3 -0.5



Density functional theory data (wB97M-V/def2-TZVPD) for a structure of composition C3H5NO.

Summary:
- Multiplicity: 1
- Gap between HOMO and LUMO (alpha / beta): 0.31091 / 0.30393 Eh
- Energy relative to the best compared isomer or geometry (same formula, charge and spin): 119.0 kcal/mol
- HOMO (alpha / beta): -8.85 / -8.60 eV
- F_max: 0.65 eV/A
- Electronic energy: -6724.412 eV
- Molar mass: 71.08 g/mol

Cartesian coordinates (Å):
1 H -1.9675 0.1962 0.0860
2 C 0.9090 -1.0391 -0.6906
3 H 0.9589 -2.0119 -0.1834
4 O -0.1863 -0.6141 -1.1428
5 N -0.4428 1.3940 1.8507
6 C -0.0341 0.6149 1.0241
7 H -0.9874 1.5206 -0.7200
8 H 1.8573 -0.5829 -1.0065
9 C -0.9922 0.6449 -0.0772
10 H 0.8851 -0.1226 0.8596

Force components x, y, z for each atom (eV/Å):
0.2 0.0 0.0
0.0 0.0 -0.1
0.0 0.1 0.0
0.2 -0.1 0.1
0.3 -0.4 -0.4
-0.3 0.4 0.3
0.0 -0.1 0.1
-0.1 0.0 0.1
-0.2 0.1 -0.1
0.0 0.0 0.1



Density functional theory data (wB97M-V/def2-TZVPD) for the molecule C3H5NO at a distorted geometry.

Summary:
- SMILES: COCC#N
- Multiplicity: 1
- Gap between HOMO and LUMO: 0.42769 Eh
- Energy relative to the best compared isomer or geometry (same formula, charge and spin): 26.8 kcal/mol
- HOMO: -10.83 eV
- F_max: 1.08 eV/A
- Electronic energy: -6728.412 eV
- Molar mass: 71.08 g/mol

Cartesian coordinates (Å):
1 H -0.9883 0.9576 0.8950
2 H 1.2051 0.9699 -0.0577
3 C -0.3148 -0.9895 1.2674
4 C 0.8829 0.4308 -0.9575
5 N 0.2338 -1.7186 1.9772
6 O -0.4827 0.0604 -0.8993
7 H 1.5195 -0.4514 -1.0828
8 C -1.0086 -0.0192 0.3886
9 H -2.0517 -0.3289 0.2876
10 H 1.0049 1.0888 -1.8185

Force components x, y, z for each atom (eV/Å):
0.0 -0.1 0.0
-0.1 0.0 -0.1
0.5 -0.6 0.6
0.3 0.1 0.0
-0.5 0.7 -0.7
-0.1 -0.1 0.0
-0.1 0.1 0.1
-0.2 0.0 0.1
0.1 0.0 0.1
0.0 -0.1 0.0



Density functional theory data (wB97M-V/def2-TZVPD) for the molecule C3H5NO at a distorted geometry.

Summary:
- SMILES: CO[C@H]1C=N1
- Multiplicity: 1
- Gap between HOMO and LUMO: 0.39919 Eh
- Energy relative to the best compared isomer or geometry (same formula, charge and spin): 75.6 kcal/mol
- HOMO: -9.73 eV
- F_max: 2.96 eV/A
- Electronic energy: -6726.295 eV
- Molar mass: 71.08 g/mol

Cartesian coordinates (Å):
1 N 1.5132 1.0232 0.7305
2 H 2.0346 -0.5464 2.1259
3 O -0.0183 -0.7056 -0.3167
4 H -0.5063 0.8326 1.3350
5 H -0.7743 -0.7632 -2.3423
6 C -0.9691 -0.3405 -1.3296
7 H -2.0027 -0.6146 -0.9692
8 C 1.4590 0.0465 1.4830
9 C 0.2545 0.3316 0.7456
10 H -0.9906 0.7364 -1.4622

Force components x, y, z for each atom (eV/Å):
1.7 1.8 -1.5
0.8 -0.5 0.8
0.2 2.1 1.1
-0.9 -0.3 -1.0
0.2 -0.2 1.1
-1.1 0.3 0.6
0.9 0.0 -0.6
-1.3 -0.6 -0.3
-0.6 -2.9 -0.2
0.1 0.3 -0.1



Density functional theory data (wB97M-V/def2-TZVPD) for the molecule C3H5NO at a distorted geometry.

Summary:
- SMILES: COC1=NC1
- Multiplicity: 1
- Gap between HOMO and LUMO: 0.37339 Eh
- Energy relative to the best compared isomer or geometry (same formula, charge and spin): 79.2 kcal/mol
- HOMO: -9.24 eV
- F_max: 6.27 eV/A
- Electronic energy: -6726.140 eV
- Molar mass: 71.08 g/mol

Cartesian coordinates (Å):
1 C 1.7709 0.3878 0.0035
2 C -1.8733 -0.5446 0.0479
3 N -1.3099 0.7919 -0.4591
4 H 1.1358 1.3372 -0.1484
5 H -2.1169 -0.4412 1.0525
6 H 2.1349 0.3769 1.0326
7 O 0.7686 -0.6821 -0.0296
8 H -2.6365 -0.9962 -0.5930
9 C -0.4722 -0.2734 -0.2022
10 H 2.5986 0.0437 -0.7042

Force components x, y, z for each atom (eV/Å):
-0.9 0.1 -0.4
0.3 0.4 -1.2
4.7 -4.1 0.9
1.8 -1.1 -0.3
-1.0 -0.4 1.8
0.2 0.1 -0.2
-0.8 0.2 -0.2
0.7 -0.4 0.0
-3.6 4.0 -1.3
-1.3 1.2 0.7



Density functional theory data (wB97M-V/def2-TZVPD) for the molecule C3H5NO at a distorted geometry.

Summary:
- SMILES: O=CN1CC1
- Multiplicity: 1
- Gap between HOMO and LUMO: 0.39173 Eh
- Energy relative to the best compared isomer or geometry (same formula, charge and spin): 47.9 kcal/mol
- HOMO: -9.70 eV
- F_max: 4.51 eV/A
- Electronic energy: -6727.495 eV
- Molar mass: 71.08 g/mol

Cartesian coordinates (Å):
1 O 2.8739 0.2939 0.1384
2 C 2.0133 -0.5145 -0.1148
3 H 0.2140 1.6643 0.8417
4 H -1.3749 -0.6674 -0.1430
5 H -0.5814 -0.5806 1.4759
6 C -0.0940 1.0564 0.0356
7 C -0.5350 -0.3799 0.4158
8 N 0.6745 -0.2039 -0.2376
9 H -0.6495 1.6485 -0.7310
10 H 2.2404 -1.4925 -0.0824

Force components x, y, z for each atom (eV/Å):
0.2 0.4 -0.7
-1.2 3.9 1.9
0.7 0.4 0.8
-0.9 -1.1 -0.7
0.2 -0.3 0.2
-0.1 -2.0 -0.3
-0.5 1.8 0.9
0.4 2.1 -1.8
0.8 -1.1 0.2
0.4 -4.0 -0.4



Density functional theory data (wB97M-V/def2-TZVPD) for the molecule C3H5NO.

Summary:
- Multiplicity: 1
- Gap between HOMO and LUMO: 0.34720 Eh
- Energy relative to the best compared isomer or geometry (same formula, charge and spin): 97.3 kcal/mol
- HOMO: -8.70 eV
- F_max: 0.55 eV/A
- Electronic energy: -6725.354 eV
- Molar mass: 71.08 g/mol

Cartesian coordinates (Å):
1 C 1.2378 -0.3184 0.4276
2 H -1.1258 -1.1322 0.5265
3 C 0.2181 -0.0121 -0.6244
4 H 2.1063 -0.9145 0.0868
5 H 0.6336 0.1914 -1.6129
6 C -1.0778 -0.7443 -0.5047
7 H -0.7045 1.0989 0.8585
8 O 1.1048 -0.0058 1.5911
9 N -0.7345 0.9816 -0.1509
10 H -1.6579 0.8554 -0.5978

Force components x, y, z for each atom (eV/Å):
-0.1 0.0 0.4
0.1 0.0 -0.1
0.0 0.0 -0.1
-0.1 0.1 0.1
-0.1 -0.1 0.1
0.2 -0.4 0.1
-0.1 -0.1 -0.1
0.1 -0.1 -0.5
-0.1 0.0 0.1
0.0 0.5 0.0



Density functional theory data (wB97M-V/def2-TZVPD) for a cluster of 2 separate species, C3H5NO in total at a distorted geometry.

Summary:
- Multiplicity: 3
- Gap between HOMO and LUMO (alpha / beta): 0.20689 / 0.35004 Eh
- Energy relative to the best compared isomer or geometry (same formula, charge and spin): 26.0 kcal/mol
- HOMO (alpha / beta): -4.59 / -10.88 eV
- F_max: 8.46 eV/A
- Electronic energy: -6724.107 eV
- <S²>: 2.006
- Molar mass: 71.08 g/mol

Cartesian coordinates (Å):
1 H -1.8882 -1.0506 0.5591
2 H 0.2132 1.8549 -0.3388
3 N 0.5930 0.9432 -0.6673
4 C 1.2781 -0.7153 1.3428
5 C -1.3871 -0.1190 0.3265
6 H -1.8194 0.6479 0.9701
7 H 0.1294 -1.0919 -0.8230
8 C -0.2958 -0.1175 -0.4687
9 O 2.0282 -1.2359 0.6776
10 H 1.1486 0.8842 -1.5781

Force components x, y, z for each atom (eV/Å):
0.2 -0.1 -0.3
0.8 -0.8 -0.9
-0.8 0.5 -1.0
0.1 -0.2 0.2
-6.5 0.2 4.6
0.7 0.3 -0.4
-0.7 1.2 0.3
6.8 -1.3 -4.8
0.7 -0.3 0.3
-1.2 0.6 2.0



Density functional theory data (wB97M-V/def2-TZVPD) for the molecule C3H5NO2 at a distorted geometry.

Summary:
- SMILES: O=CCNC=O
- Multiplicity: 1
- Gap between HOMO and LUMO: 0.38480 Eh
- Energy relative to the best compared isomer or geometry (same formula, charge and spin): 44.7 kcal/mol
- HOMO: -9.98 eV
- F_max: 3.26 eV/A
- Electronic energy: -8775.758 eV
- Molar mass: 87.08 g/mol

Cartesian coordinates (Å):
1 H 0.3460 -0.7617 -1.1540
2 H 0.0841 -0.2878 1.7234
3 C 1.6321 -0.1045 0.2259
4 H -0.1097 1.0999 0.6626
5 C -1.6728 0.1092 -0.5416
6 C 0.2389 0.0335 0.6840
7 N -0.5307 -0.6189 -0.3505
8 O 1.8445 -0.5320 -0.9048
9 O -1.9280 1.1150 0.0984
10 H -2.3707 -0.2479 -1.3038
11 H 2.4664 0.1952 0.8604

Force components x, y, z for each atom (eV/Å):
-2.8 0.0 1.6
0.0 -0.2 -0.3
0.6 0.0 -0.7
0.9 -0.4 0.4
-0.1 0.4 -0.6
-0.1 0.5 0.0
1.5 -0.1 -0.9
0.5 0.3 0.7
-0.7 -0.2 0.0
0.1 -0.2 -0.2
0.1 0.0 0.1



Density functional theory data (wB97M-V/def2-TZVPD) for the molecule C3H5NO2.

Summary:
- SMILES: [H]/N=C/O[C@@H]1CO1
- Multiplicity: 1
- Gap between HOMO and LUMO: 0.41857 Eh
- Energy relative to the best compared isomer or geometry (same formula, charge and spin): 61.1 kcal/mol
- HOMO: -10.34 eV
- F_max: 0.46 eV/A
- Electronic energy: -8775.044 eV
- Molar mass: 87.08 g/mol

Cartesian coordinates (Å):
1 C -0.6795 0.7318 1.1315
2 N 0.0950 -1.8751 -0.2971
3 H -0.3145 -2.5896 -0.8981
4 H 1.0474 1.9454 0.4105
5 H -0.9364 1.4032 1.9489
6 O -0.8815 1.2945 -0.1799
7 O 1.1745 0.1505 -0.4867
8 H -0.9673 -0.3103 1.2397
9 C 0.5323 -0.9340 -1.0114
10 H 0.5037 -0.8843 -2.1021
11 C 0.4264 1.0681 0.2445

Force components x, y, z for each atom (eV/Å):
0.0 -0.1 0.3
0.1 0.3 -0.3
0.0 0.0 0.1
-0.1 -0.1 0.0
0.1 -0.1 -0.1
-0.1 0.1 -0.2
0.0 0.0 0.0
0.0 0.1 -0.1
-0.1 -0.4 0.1
0.0 -0.1 0.1
0.1 0.2 0.2



Density functional theory data (wB97M-V/def2-TZVPD) for a structure of composition C3H5NO2.

Summary:
- Multiplicity: 1
- Gap between HOMO and LUMO: 0.36295 Eh
- Energy relative to the best compared isomer or geometry (same formula, charge and spin): 118.1 kcal/mol
- HOMO: -9.23 eV
- F_max: 0.75 eV/A
- Electronic energy: -8772.574 eV
- Molar mass: 87.08 g/mol

Cartesian coordinates (Å):
1 H -1.3829 1.2558 -0.3729
2 O 0.1167 -0.7634 -1.1001
3 C -0.7447 -0.8279 0.0586
4 C 1.2152 -0.0171 -1.0541
5 H -1.5591 -1.5036 -0.2280
6 N 1.3580 0.6555 0.1126
7 O -1.7703 0.7519 1.5576
8 H 2.2558 -0.2019 -0.2922
9 H -0.2059 -1.2587 0.9051
10 C -1.3330 0.5181 0.4587
11 H 2.0501 1.3914 -0.0452

Force components x, y, z for each atom (eV/Å):
0.0 0.0 0.2
0.2 -0.2 0.1
0.0 0.0 0.3
-0.6 0.4 -0.2
0.2 0.2 0.0
0.4 -0.2 -0.2
0.2 -0.2 -0.6
-0.3 0.2 0.3
-0.1 0.1 0.0
-0.2 0.0 0.2
0.1 -0.2 0.1